{
  "formula": "C17H23Br2ORuSTe2",
  "method": "ωB97M-V/def2-TZVPD",
  "s_squared": 0.768,
  "spin_multiplicity": 2,
  "max_force_ha_per_bohr": 0.0153,
  "homo_ev": [-14.09, -14.28],
  "charge": 2,
  "de_lowest_kcal_mol": 0.00,
  "lumo_ha": [-0.2652, -0.2952],
  "gap_ev": [6.87, 6.24],
  "symbols": ["H", "H", "Te", "C", "H", "C", "C", "Br", "C", "H", "H", "C", "H", "H", "C", "C", "C", "C", "H", "H", "Te", "H", "C", "H", "Ru", "H", "H", "C", "H", "H", "S", "H", "H", "Br", "C", "C", "O", "H", "H", "C", "H", "H", "C", "H", "C", "H", "C"],
  "xyz": [[-2.607413, -0.862861, 4.425594], [0.862529, 1.216969, -3.325266], [-2.700472, 0.296746, -1.547881], [4.564393, 1.917560, -0.373164], [6.651601, 2.662886, -1.793830], [3.421358, 1.517797, 0.298181], [1.148672, 0.677875, 0.290966], [-0.907150, 0.500649, 3.177868], [3.406442, 1.635702, 1.799220], [3.646176, 1.273118, -3.553802], [2.621526, 2.309738, 2.147322], [2.305212, 1.030794, -0.454619], [-3.047653, -6.127977, 3.091526], [4.354436, 2.033217, 2.151057], [-3.089494, -5.339202, 2.356181], [-2.698968, 0.027216, 3.814763], [1.322359, 0.396682, -2.768155], [4.661622, 1.849633, -1.758368], [3.264844, 0.665664, 2.280908], [6.323767, 1.449127, -3.037312], [-0.945172, -2.501926, -0.071189], [-5.145827, 0.102638, -0.444151], [-1.957449, -4.625911, 1.891228], [-5.255154, 0.453204, -2.193989], [-1.694350, -0.280154, 0.746270], [-4.911230, -1.203236, -1.644270], [-3.119710, 0.877110, 4.338786], [-4.245623, -4.926859, 1.761204], [5.403219, 2.293852, 0.197715], [-0.948051, -4.810219, 2.230144], [-3.974675, -3.672805, 0.639027], [-1.947174, 2.699683, -0.642670], [-5.242491, -5.304794, 1.922581], [-3.810838, -0.397418, 2.277358], [-2.287628, -3.677372, 0.953695], [-4.765868, -0.147508, -1.430902], [0.023528, 0.405833, -0.191862], [1.773173, -0.269204, -3.503341], [5.661255, 3.066819, -3.202398], [5.897792, 2.284649, -2.479905], [1.256348, 0.675202, 1.378413], [-3.676806, 2.430189, -0.251988], [3.570623, 1.350203, -2.475492], [-3.186010, 2.904782, -1.901230], [-2.905620, 2.342121, -1.013906], [0.534231, -0.136869, -2.244943], [2.395722, 0.936658, -1.865375]],
  "forces_ev_per_angstrom": [[-0.02, 0.03, 0.01], [-0.04, 0.00, 0.03], [-0.01, -0.02, -0.09], [-0.26, -0.07, 0.35], [0.01, 0.00, 0.00], [0.21, 0.05, -0.17], [0.25, 0.18, -0.16], [-0.45, -0.23, -0.04], [-0.08, -0.04, 0.06], [0.01, 0.00, -0.01], [0.02, 0.02, 0.02], [0.07, 0.11, 0.42], [0.00, -0.01, 0.01], [0.00, 0.01, 0.00], [-0.04, 0.04, -0.01], [0.09, -0.01, -0.04], [-0.11, -0.06, -0.02], [-0.21, -0.09, -0.25], [0.01, 0.01, 0.01], [-0.01, -0.01, -0.01], [-0.27, 0.23, 0.32], [-0.03, 0.03, -0.02], [-0.05, 0.05, -0.08], [-0.06, -0.01, 0.01], [0.63, 0.47, 0.04], [0.01, -0.01, 0.00], [0.02, -0.01, 0.00], [0.03, -0.01, 0.08], [0.01, 0.01, 0.01], [0.02, -0.03, -0.01], [-0.03, -0.01, -0.15], [-0.01, -0.02, -0.02], [-0.02, 0.00, 0.00], [0.30, -0.13, -0.02], [0.05, -0.27, 0.13], [0.02, -0.01, 0.01], [-0.33, -0.17, -0.07], [-0.01, 0.02, -0.02], [-0.01, 0.00, -0.01], [-0.01, 0.00, 0.08], [-0.01, -0.08, 0.04], [0.02, 0.03, 0.02], [-0.20, -0.11, 0.12], [-0.01, -0.01, -0.01], [-0.05, 0.03, 0.00], [0.13, 0.00, -0.09], [0.41, 0.12, -0.43]]
}


{
  "formula": "C25H28N4O5S",
  "method": "ωB97M-V/def2-TZVPD",
  "max_force_ha_per_bohr": 0.0197,
  "homo_ev": -8.36,
  "de_lowest_kcal_mol": 1.42,
  "lumo_ha": 0.0014,
  "gap_ev": 8.40,
  "symbols": ["H", "H", "C", "H", "C", "H", "O", "H", "H", "H", "H", "O", "H", "C", "C", "H", "H", "S", "C", "C", "C", "C", "H", "C", "H", "O", "N", "C", "C", "C", "H", "H", "H", "H", "H", "C", "C", "C", "N", "C", "C", "H", "C", "C", "H", "C", "H", "O", "O", "H", "C", "H", "C", "C", "H", "H", "H", "C", "N", "H", "C", "H", "N"],
  "xyz": [[-7.408778, -2.380439, 1.063059], [-7.061361, -3.329182, -0.382190], [5.699904, -0.425472, 0.968685], [-3.809655, 2.052159, -2.414895], [-0.769897, 2.582735, -0.555199], [-0.304018, 3.474713, 3.175641], [-3.259519, 4.347369, -1.629855], [6.958672, -1.602031, -1.382296], [-4.811677, -5.089790, 0.840122], [5.513863, -2.480834, -1.842737], [5.056840, -0.533315, -3.053972], [-4.387513, 3.553453, 0.412180], [3.855482, 1.984656, 1.827342], [-5.341013, -2.993136, 0.896027], [-4.618851, -0.268174, -1.654198], [-5.161116, -2.932725, 1.975132], [-0.889319, 2.335792, -1.598261], [-3.396562, 3.358156, -0.604400], [5.869365, -1.586451, -1.326733], [3.215920, -0.974243, -0.996265], [-1.812868, 3.086310, 0.179588], [-3.939129, 0.518034, 0.505920], [2.249824, -0.590449, -0.677590], [-6.837892, -3.221345, 0.676060], [-4.248820, -0.830976, 2.121777], [1.439563, 1.466935, -1.911856], [4.107965, 0.111355, -1.319628], [0.475644, 2.381850, 0.043816], [5.366965, -1.658245, 0.118380], [5.303948, -0.327036, -2.007002], [5.835146, -2.506740, 0.630192], [6.007968, 0.507225, -1.977796], [7.404767, -0.005813, -0.117028], [-5.438640, -2.225053, -1.730946], [1.966589, 2.765589, 2.965816], [2.839958, 1.710513, -0.011917], [-4.074314, 0.737573, -0.859655], [-4.353294, -0.680862, 1.056525], [6.879962, 0.175285, 0.718598], [-1.659272, 3.408761, 1.523164], [-4.526836, -4.165009, 0.342942], [-4.696499, -4.283039, -0.724226], [1.585796, 1.816785, -0.750283], [3.844074, -1.856303, 0.102690], [7.058339, 1.049251, 1.187425], [-0.440827, 3.224766, 2.133715], [-3.464311, -3.996979, 0.504500], [5.041747, 2.093609, -0.780070], [4.983058, -0.061107, 1.880219], [-2.510851, 3.797781, 2.058935], [4.097056, 1.322678, -0.725124], [-7.160580, -4.125257, 1.188323], [2.925646, 2.081283, 1.287318], [-4.897409, -1.691252, 0.274708], [-4.725620, -0.106435, -2.717341], [3.597427, -2.902807, -0.076270], [3.456528, -1.572076, 1.081832], [-5.019495, -1.463113, -1.090991], [1.859892, 2.535671, 1.988096], [3.061565, -1.550957, -1.912764], [0.639475, 2.714211, 1.400540], [-3.530929, 1.293853, 1.132215], [-3.642107, 1.928323, -1.429975]],
  "forces_ev_per_angstrom": [[-0.11, 0.05, 0.01], [-0.05, -0.02, -0.14], [0.35, -0.51, -0.18], [0.04, 0.26, -0.08], [0.14, 0.00, 0.04], [-0.02, 0.03, 0.11], [0.18, -0.14, -0.16], [0.03, -0.05, -0.08], [-0.01, -0.14, 0.01], [0.09, -0.03, 0.02], [0.05, 0.02, 0.05], [0.29, -0.27, 0.11], [0.04, 0.03, 0.04], [-0.07, -0.13, -0.16], [0.10, 0.23, -0.04], [0.01, 0.05, -0.08], [0.06, -0.09, -0.13], [-0.03, -0.18, -0.42], [-0.04, 0.05, 0.13], [-0.28, -0.22, 0.21], [-0.51, 0.01, -0.29], [-0.03, -0.01, -0.08], [0.05, -0.07, -0.13], [0.18, 0.04, 0.21], [0.00, -0.03, 0.11], [-0.02, 0.04, -0.02], [0.20, -0.09, -0.17], [-0.19, 0.13, 0.19], [-0.23, -0.12, 0.05], [0.26, 0.16, -0.29], [-0.02, 0.10, -0.01], [-0.10, -0.17, -0.05], [-0.08, -0.02, -0.02], [-0.05, -0.09, -0.08], [0.03, -0.05, -0.20], [-0.05, 0.10, -0.07], [-0.13, -0.59, 0.61], [-0.02, -0.06, -0.12], [0.38, 0.15, 0.03], [0.07, 0.03, 0.19], [-0.05, 0.14, 0.25], [-0.01, -0.04, -0.15], [0.11, -0.03, 0.22], [0.04, 0.05, 0.07], [-0.05, -0.04, -0.03], [-0.04, 0.01, -0.07], [0.11, -0.04, -0.03], [0.13, 0.25, 0.08], [-0.29, 0.22, 0.33], [-0.04, 0.04, 0.16], [-0.24, 0.27, 0.01], [-0.08, -0.11, 0.02], [0.02, -0.16, -0.22], [0.04, 0.01, 0.22], [-0.02, 0.01, -0.13], [0.02, -0.05, 0.01], [-0.02, -0.08, -0.08], [0.03, 0.05, 0.09], [0.21, 0.08, 0.35], [-0.09, 0.06, 0.03], [-0.50, 0.02, -0.44], [0.01, -0.05, 0.15], [0.18, 1.00, 0.01]]
}


{
  "formula": "C11H26F3NO12P2",
  "method": "ωB97M-V/def2-TZVPD",
  "max_force_ha_per_bohr": 0.2158,
  "homo_ev": -10.39,
  "de_lowest_kcal_mol": 144.98,
  "lumo_ha": 0.0057,
  "gap_ev": 10.54,
  "symbols": ["O", "C", "H", "H", "O", "H", "H", "N", "F", "H", "H", "H", "O", "F", "P", "H", "O", "H", "H", "C", "H", "C", "H", "H", "H", "O", "C", "O", "H", "O", "C", "C", "O", "H", "O", "C", "H", "H", "C", "C", "O", "O", "H", "F", "H", "P", "H", "H", "H", "C", "H", "C", "H", "H", "O"],
  "xyz": [[2.355580, 0.884020, 14.775640], [10.776820, 1.063770, 16.264960], [10.268430, 0.471270, 15.504320], [10.013000, -1.038040, 13.034660], [0.827940, 2.966330, 14.758060], [0.610050, 0.322070, 16.385540], [4.058990, -2.584320, 12.323340], [2.890030, -3.496640, 13.687230], [5.181300, 0.931870, 15.781330], [2.147890, 3.493820, 12.306740], [5.778130, 0.742980, 18.162200], [1.851190, 2.686110, 10.817710], [1.261930, 1.564320, 12.589680], [3.858480, -0.446380, 14.944970], [0.991060, 1.600990, 14.196480], [5.862710, 2.369840, 18.786930], [7.601150, 1.657650, 18.481160], [8.026930, 2.199420, 14.009480], [-0.165820, -1.059870, 15.656400], [6.308580, 1.378770, 18.871080], [4.362000, 1.211940, 14.827940], [9.158490, -0.886900, 13.694260], [7.469990, -0.903310, 12.148710], [4.476100, -2.097780, 14.033620], [3.168520, 2.163270, 11.947460], [7.823260, 2.569950, 16.137640], [4.978940, -0.333530, 15.570890], [7.919200, -0.049790, 16.425780], [8.094960, 0.575080, 12.462140], [-0.176620, 0.569770, 14.467470], [-0.222000, 0.024890, 15.747200], [2.136960, 2.502610, 11.853450], [2.874370, -4.439480, 12.933200], [6.411170, 1.889670, 14.871800], [9.836000, 1.318860, 17.330310], [3.688220, -2.295850, 13.306910], [11.053060, 1.922240, 15.652760], [8.783000, -1.861240, 14.006950], [7.334110, 2.466010, 14.807620], [6.020840, -0.890730, 14.551290], [6.075060, -2.127430, 14.342830], [2.319730, -3.488390, 14.814760], [9.337380, -0.494240, 14.695220], [5.002980, -1.076830, 16.739370], [3.431990, 2.692410, 14.941880], [8.262910, 1.263170, 17.018220], [2.924100, -1.521890, 13.234720], [11.704560, 0.584030, 16.576860], [6.848440, 3.425780, 14.631420], [7.863070, -0.345110, 12.998410], [-1.159560, 0.120450, 16.294880], [3.446320, 1.642230, 15.233480], [3.577880, 1.639140, 16.315510], [6.266140, 0.925390, 19.861410], [6.823760, 0.050780, 13.965520]],
  "forces_ev_per_angstrom": [[-4.10, 1.63, -0.80], [-0.73, -0.13, -1.30], [0.47, -0.38, 0.51], [-0.15, 0.40, 0.08], [-0.14, -1.20, -0.58], [-0.12, 0.23, -0.07], [0.23, 0.41, 0.10], [-0.60, -0.43, 2.78], [8.68, -2.50, 6.44], [-0.41, -0.04, 0.38], [0.13, -0.25, 0.14], [-0.38, -0.86, 0.16], [-0.50, 0.18, 0.06], [-0.23, -3.37, 1.04], [2.37, 2.11, -0.25], [-0.85, -0.19, 0.76], [4.16, -0.86, -2.47], [0.08, -0.08, 0.48], [0.39, -0.12, -0.22], [-1.70, 0.46, -0.71], [-4.72, 3.38, -3.25], [-2.50, -1.49, 0.15], [-0.20, -0.95, 0.70], [-1.53, -1.09, -0.86], [-0.09, -0.37, -0.31], [1.53, -1.27, 1.21], [3.10, -3.65, 0.35], [-0.39, 0.89, 0.40], [-0.10, 0.52, 0.50], [0.66, 0.92, -1.61], [-0.03, -2.09, 1.84], [0.02, 0.24, 1.59], [-0.16, 0.05, -0.06], [1.39, -0.08, -0.76], [-0.27, 0.92, 0.07], [-1.52, -0.95, -1.14], [-0.08, 0.76, 0.74], [0.55, -0.63, -0.13], [-2.32, 1.08, 0.36], [3.46, -3.08, -0.72], [1.03, 4.42, 0.97], [1.10, 0.24, -2.37], [-0.02, 0.57, -0.85], [-0.35, 1.53, -1.79], [-0.66, 0.25, -0.05], [-0.71, 0.36, 1.14], [0.31, 0.17, -0.08], [-0.48, -0.04, 0.59], [0.86, 0.60, -0.34], [1.08, 1.21, -0.05], [-0.17, 0.99, -0.45], [-2.71, 3.59, -2.14], [-1.27, -0.01, -0.07], [0.13, 0.27, -0.04], [-1.54, -2.25, -0.09]]
}


{
  "formula": "C3H6N2O2S",
  "method": "ωB97M-V/def2-TZVPD",
  "max_force_ha_per_bohr": 0.1166,
  "homo_ev": [-20.69, -20.69],
  "charge": 2,
  "de_lowest_kcal_mol": 0.00,
  "lumo_ha": [-0.4939, -0.4940],
  "gap_ev": [7.25, 7.25],
  "symbols": ["H", "H", "H", "H", "N", "N", "H", "C", "H", "O", "O", "S", "C", "C"],
  "xyz": [[-0.192198, -2.541219, -0.142930], [1.324664, 2.105852, 1.389941], [-0.908844, -2.131326, 1.441495], [0.253502, 2.940532, 0.282731], [0.463601, 0.778252, -0.007384], [-1.398838, -0.773429, -0.175400], [-2.071280, -2.656315, 0.041519], [-1.110087, -2.129286, 0.268443], [1.801428, 2.298651, -0.382791], [1.242620, -0.113205, -0.305761], [-2.775578, -0.307265, -0.092816], [-2.391174, 1.324210, -0.054884], [-0.858921, 0.551477, 0.024424], [0.981355, 2.118324, 0.336874]],
  "forces_ev_per_angstrom": [[-0.24, 0.11, -0.75], [0.16, -0.34, -0.44], [-0.73, 0.17, -2.18], [-0.27, -0.61, -0.28], [3.48, 0.08, -0.29], [-0.84, 4.61, 1.41], [1.07, -0.09, 0.13], [-0.72, -0.31, 2.61], [-0.16, -0.07, 0.58], [-1.74, 1.43, 0.63], [2.49, -0.39, -0.40], [0.68, -1.04, 0.24], [-3.89, -4.40, -1.23], [0.72, 0.84, -0.03]]
}


{
  "formula": "C3H7N3",
  "method": "ωB97M-V/def2-TZVPD",
  "max_force_ha_per_bohr": 0.1024,
  "homo_ev": -7.90,
  "de_lowest_kcal_mol": 106.12,
  "lumo_ha": 0.0328,
  "gap_ev": 8.79,
  "symbols": ["H", "H", "H", "H", "N", "N", "N", "C", "H", "C", "H", "C", "H"],
  "xyz": [[0.027279, -2.277017, 1.928551], [-0.125457, 2.850698, -0.696288], [-0.530969, 1.490297, 0.536814], [0.322557, 0.048727, 2.283122], [0.047314, 1.872743, -0.377455], [-0.187527, -0.237659, 1.309243], [0.154184, 0.989993, -1.433944], [0.091061, -0.309660, -1.204635], [-1.379090, -2.019654, 0.412637], [-0.529160, -1.553454, 1.139366], [1.434286, -1.315775, 0.220437], [0.501145, -0.843626, 0.215145], [-0.224681, -0.912375, -2.069445]],
  "forces_ev_per_angstrom": [[-1.76, 1.19, -2.15], [0.08, -1.63, 0.30], [1.98, 1.18, -3.17], [-1.38, -1.20, -3.35], [-0.61, -0.46, 1.92], [0.84, 3.74, 3.57], [-2.15, -1.34, 0.44], [0.97, 2.35, 1.62], [1.26, 1.58, 2.71], [0.78, -5.03, -1.36], [1.60, -0.04, 0.52], [-2.55, -0.31, -1.54], [0.94, -0.03, 0.49]]
}


no.,total energy (a.u.)
1,-6913.352841
2,-1962.943440
3,-2374.451853
4,-775.107544
5,-282.605142